# 1
Computed, not measured: 2 unconnected molecules or ions with the total composition C49H54Br2N3O, with ωB97M-V/def2-TZVPD.

Element x y z (Å)
C  -4.26455  -4.21272  1.16426
O  -4.55153  -2.80409  1.33823
C  -3.59814  -1.88588  1.03153
C  -2.30902  -2.24301  0.58479
C  -1.45226  -1.27543  0.11083
C  -1.77727  0.09090  0.24892
C  -0.83394  1.07180  -0.19855
N  -1.24291  2.25705  -0.80103
C  -2.52557  2.57767  -1.38413
C  -3.12306  3.81323  -1.08802
C  -2.39976  4.91286  -0.31073
C  -2.97096  5.08593  1.09209
C  -2.35691  6.23455  -1.07878
C  -4.43292  4.04145  -1.51376
C  -5.10407  3.11477  -2.30771
C  -4.45129  1.95752  -2.72208
C  -3.14535  1.69148  -2.30241
C  -2.37012  0.55591  -2.98527
C  -1.90949  0.96772  -4.38716
C  -3.13339  -0.76852  -2.99821
N  -0.18083  3.07883  -0.96411
N  0.90907  2.35358  -0.61968
C  2.18819  3.01899  -0.74786
C  2.47497  4.13793  0.06510
C  1.52106  4.57502  1.17943
C  1.60612  6.06742  1.50620
C  1.73797  3.73845  2.43539
C  3.67091  4.82356  -0.13657
C  4.54341  4.46363  -1.16602
C  4.20832  3.41716  -2.02039
C  2.99508  2.74599  -1.86357
C  2.55234  1.79707  -2.97759
C  3.49021  0.60017  -3.05638
C  2.45630  2.52462  -4.32011
C  0.55246  1.07837  -0.12132
C  1.40676  0.10511  0.41228
C  -3.02153  0.45334  0.84405
C  -3.95938  -0.51342  1.12331
H  -5.21459  -4.70551  1.38186
H  -3.94586  -4.43894  0.13351
H  -3.49039  -4.55141  1.86886
H  -1.98508  -3.28515  0.57777
H  -0.50754  -1.53236  -0.37444
H  -1.35909  4.58952  -0.21667
H  -2.92082  4.14121  1.64717
H  -2.38720  5.83611  1.63920
H  -4.01904  5.41194  1.05039
H  -1.89015  6.08355  -2.05899
H  -3.35941  6.65523  -1.22573
H  -1.74877  6.95543  -0.51927
H  -4.91390  4.97666  -1.22303
H  -6.12465  3.31270  -2.63200
H  -4.93849  1.26413  -3.41303
H  -1.46740  0.39774  -2.38577
H  -1.30350  1.88139  -4.32839
H  -1.29210  0.17578  -4.82991
H  -2.76535  1.16291  -5.04760
H  -3.57968  -0.96984  -2.01692
H  -3.92336  -0.77104  -3.76324
H  -2.43299  -1.58611  -3.21865
H  0.50400  4.38508  0.80349
H  1.49740  6.67886  0.60258
H  0.79982  6.33865  2.19744
H  2.56366  6.30970  1.98721
H  1.67620  2.66945  2.20563
H  2.73454  3.94402  2.85119
H  0.98321  3.98156  3.19144
H  3.92765  5.66051  0.51824
H  5.46848  5.01781  -1.32007
H  4.86122  3.13376  -2.85002
H  1.55210  1.43700  -2.70763
H  3.45372  0.04656  -2.11163
H  3.19215  -0.06658  -3.87163
H  4.52106  0.93660  -3.22968
H  1.78730  3.39050  -4.24152
H  3.44407  2.87993  -4.64130
H  2.05948  1.85024  -5.08604
H  2.47446  0.28167  0.34669
H  0.95363  -0.65572  1.03213
H  -3.22849  1.50752  1.05259
H  -4.97050  -0.24584  1.42413
Br  0.85984  -6.74199  -4.08521
C  0.95699  -5.89941  -2.39667
C  -0.21250  -5.37280  -1.81416
C  -0.20265  -5.00447  -0.47175
C  1.01257  -4.92593  0.27930
C  1.01581  -4.46901  1.64919
C  1.87859  -5.01641  2.61696
C  1.57774  -5.12122  3.98199
C  2.30356  -5.88936  4.95609
C  1.81054  -6.06996  6.28824
C  2.54219  -6.76752  7.25375
C  3.81234  -7.27802  6.93210
Br  4.88731  -8.07346  8.26701
C  4.29043  -7.19115  5.61637
C  3.54151  -6.52054  4.64265
C  2.19188  -5.40103  -0.36335
C  2.15787  -5.90710  -1.66423
H  -1.12373  -5.29477  -2.40511
H  -1.15307  -4.85189  0.04407
H  0.14681  -3.89502  1.98032
H  2.80442  -5.48382  2.25549
H  0.68848  -4.58384  4.32150
H  0.83252  -5.66095  6.54146
H  2.15579  -6.89904  8.25804
H  5.24924  -7.62730  5.36275
H  3.90809  -6.46989  3.62081
H  3.12623  -5.40838  0.19022
H  3.05650  -6.30996  -2.12115

electronic energy	-7286.7379	Eh
LUMO level	-5.794	eV
total charge	+1
ΔE to the lowest compared entry with this formula, charge and spin	1.9	kJ/mol
orbital gap	1.9	eV

Here are the Mulliken charges for atoms 1 to 6, given in e: number 1, C, carries -0.70; number 2, O, carries -0.48; number 3, C, carries 0.83; number 4, C, carries -0.03; number 5, C, carries -0.87; number 6, C, carries 0.44

***

# 2
Computed, not measured: a molecular structure, C49H56F4N5OP2SY, with ωB97M-V/def2-TZVPD.

Element x y z (Å)
Y  -0.55825  0.51175  0.27233
C  0.87827  2.15124  3.47114
C  0.58300  3.06283  2.28862
N  -0.62316  2.77699  1.49255
C  -1.84165  2.78142  2.31654
C  -2.12309  4.06417  3.09868
C  -0.68536  3.72454  0.37233
C  -1.84947  3.49049  -0.59058
N  -1.89977  2.08697  -0.99193
C  -3.04796  1.64278  -1.53062
C  -3.41601  0.27435  -1.39326
F  -2.54547  -0.55219  -0.68453
C  -4.56031  -0.30156  -1.87855
F  -4.78513  -1.60526  -1.64808
C  -5.48743  0.45386  -2.57370
C  -5.18116  1.79271  -2.73262
F  -6.04017  2.57647  -3.40558
C  -4.02966  2.37469  -2.24339
F  -3.83592  3.68708  -2.49156
H  1.85464  2.43403  3.86972
H  0.90664  1.10992  3.14605
H  0.14401  2.29045  4.27171
H  1.42919  3.05097  1.60115
H  0.48536  4.07493  2.71177
H  -1.78538  1.96121  3.02787
H  -2.69493  2.53433  1.67882
H  -1.32473  4.28804  3.80581
H  -3.04393  3.93735  3.67018
H  -2.25871  4.93248  2.45141
H  0.23987  3.64308  -0.20124
H  -0.73006  4.75717  0.74757
H  -1.69727  4.16924  -1.43680
H  -2.77165  3.81475  -0.09041
H  -6.39735  0.02697  -2.96513
C  2.26155  -0.12776  -2.73982
N  2.95298  -1.11942  -1.91170
C  2.15181  -2.28034  -1.56002
P  0.51381  -1.94164  -0.73898
C  0.33529  -3.22311  0.52988
C  -0.74114  -4.10589  0.55939
C  -0.86589  -5.01280  1.60340
C  0.06793  -5.02939  2.62932
C  1.12497  -4.12808  2.61690
C  1.25813  -3.22282  1.57579
C  -0.56870  -2.51914  -2.15516
C  -0.38428  -3.77498  -2.73729
C  -1.14455  -4.19056  -3.82035
C  -2.11093  -3.34562  -4.34647
C  -2.31294  -2.09604  -3.78106
C  -1.55911  -1.68164  -2.69255
C  4.28719  -1.41882  -2.28304
C  4.78905  -2.72339  -2.30791
C  6.11310  -2.96696  -2.65501
C  6.96841  -1.93226  -2.98525
C  6.47828  -0.63300  -2.95353
C  5.16602  -0.37767  -2.60323
P  1.62618  1.26029  -1.66293
C  1.20830  2.57234  -2.86999
C  0.67351  2.21323  -4.10867
C  0.28466  3.17777  -5.02746
C  0.42043  4.52335  -4.72240
C  0.93753  4.89403  -3.48912
C  1.32048  3.92918  -2.57008
C  3.16940  1.89646  -0.92183
C  3.46918  1.50342  0.38186
C  4.65061  1.94067  0.97314
C  5.52518  2.76253  0.28109
C  5.22589  3.15594  -1.01879
C  4.05371  2.72504  -1.61730
H  1.42259  -0.59602  -3.26748
H  2.93272  0.27770  -3.49690
H  2.72066  -2.86174  -0.83387
H  1.95966  -2.90910  -2.43637
H  -1.48293  -4.08333  -0.22968
H  -1.69702  -5.70811  1.61275
H  -0.03154  -5.73752  3.44288
H  1.84222  -4.12032  3.42767
H  2.05259  -2.48538  1.58865
H  0.36172  -4.45051  -2.33216
H  -0.98075  -5.16958  -4.25254
H  -2.70716  -3.65937  -5.19370
H  -3.06823  -1.43535  -4.19020
H  -1.74672  -0.70718  -2.26236
H  4.16512  -3.57104  -2.07132
H  6.46836  -3.98994  -2.66581
H  7.99698  -2.12935  -3.25550
H  7.12781  0.20027  -3.19173
H  4.82758  0.64542  -2.55220
H  0.53242  1.16878  -4.36083
H  -0.13041  2.87415  -5.97999
H  0.12141  5.27853  -5.43744
H  1.04569  5.94160  -3.23764
H  1.72658  4.24425  -1.61693
H  2.75441  0.86355  0.91166
H  4.88203  1.63275  1.98559
H  6.44339  3.09723  0.74793
H  5.90830  3.79355  -1.56690
H  3.83613  3.02724  -2.63499
O  0.98213  0.15969  1.36301
C  -4.82826  -3.79429  4.55423
C  -3.50601  -4.01808  3.82753
N  -3.05285  -2.85593  3.08567
C  -2.40813  -1.78913  3.58935
S  -1.95012  -0.50748  2.60758
N  -2.12406  -1.79293  4.90318
C  -1.44954  -0.70120  5.59686
C  -2.41606  0.36052  6.09702
H  -5.13695  -4.70271  5.07267
H  -5.60923  -3.51975  3.84558
H  -4.75259  -2.99192  5.28976
H  -3.60819  -4.82903  3.10736
H  -2.72065  -4.32416  4.52454
H  -3.25439  -2.79209  2.10214
H  -2.50606  -2.53024  5.47039
H  -0.72252  -0.27018  4.91103
H  -0.90020  -1.14507  6.42879
H  -2.96004  0.79944  5.25973
H  -1.87189  1.15410  6.61042
H  -3.14108  -0.06189  6.79546

electronic energy	-3768.5280	Eh
LUMO level	0.329	eV
ΔE to the lowest compared entry with this formula, charge and spin	0.0	kJ/mol
orbital gap	7.2	eV

Here are the Mulliken charges for atoms 1 to 6, given in e: number 1, Y, carries -0.08; number 2, C, carries -1.05; number 3, C, carries -0.98; number 4, N, carries 1.87; number 5, C, carries -0.32; number 6, C, carries -1.65

***

# 3
Computed, not measured: a molecular structure, C49H58N12OS3SiTeZr, with ωB97M-V/def2-TZVPD.

Element x y z (Å)
Zr  -0.14075  0.59033  0.05016
C  -1.20697  -2.65287  3.08868
C  -1.06814  -1.34345  2.37080
N  0.10317  -0.96594  1.83225
N  1.16589  -1.79607  2.08400
C  2.42907  -1.53050  1.73977
N  3.32727  -2.52528  2.09227
S  2.89687  -0.17362  0.90778
C  -2.10922  -0.39993  2.28384
C  -3.42475  -0.62488  2.75924
C  -4.33376  0.39354  2.76894
C  -3.93600  1.67424  2.33751
C  -2.67154  1.81564  1.82823
N  -1.77634  0.82014  1.72375
H  -0.50474  -2.71580  3.92693
H  -1.02620  -3.50118  2.41606
H  -2.19857  -2.77182  3.50967
H  0.97438  -2.67344  2.54524
H  3.20274  -2.94250  3.00559
H  4.28066  -2.23046  1.93892
H  -3.71672  -1.60090  3.11683
H  -5.34026  0.22019  3.12659
H  -4.60403  2.52132  2.38299
H  -2.33813  2.78164  1.47654
N  -2.54393  -2.65932  0.07002
C  -3.07706  -1.52332  -0.42919
N  -2.44547  -0.39096  -0.58185
C  -3.29272  0.58167  -1.09729
C  -4.56588  0.18718  -1.30577
S  -4.75100  -1.47545  -0.90018
C  -2.80042  1.93163  -1.37051
C  -3.41926  2.80799  -2.18474
S  -2.59283  4.31743  -2.19137
C  -1.43622  3.66358  -1.07415
N  -1.63497  2.40448  -0.76374
N  -0.51596  4.46865  -0.51398
H  -1.53191  -2.79659  0.02773
H  -3.11546  -3.48541  0.06894
H  -5.40349  0.76110  -1.66117
H  -4.29218  2.66023  -2.79573
H  -0.27741  5.33721  -0.95772
H  0.13772  4.07069  0.14180
C  2.09679  1.51300  -3.16940
C  2.29213  2.26459  -1.89240
C  3.27972  3.22501  -1.80198
C  3.45612  3.90650  -0.59982
C  2.66648  3.61298  0.48323
C  1.68382  2.61068  0.35517
N  1.49984  1.98120  -0.83760
N  0.81598  2.18061  1.29837
Si  0.88358  2.66312  2.97869
C  0.22313  1.33709  4.12964
C  2.63015  2.99454  3.62004
C  -0.10986  4.24812  3.20636
H  2.91082  1.72844  -3.85900
H  1.15114  1.78220  -3.63681
H  2.06333  0.44427  -2.97188
H  3.91027  3.43251  -2.65354
H  4.22605  4.66388  -0.51772
H  2.79099  4.12911  1.42084
H  0.74900  0.39130  3.98544
H  -0.84520  1.15814  4.01834
H  0.40176  1.66664  5.15645
H  3.38182  2.38347  3.11490
H  2.66396  2.75184  4.68377
H  2.92237  4.04176  3.52077
H  -1.09717  4.18442  2.74601
H  0.40741  5.10667  2.76881
H  -0.25010  4.45816  4.26924
C  -3.60170  -7.82659  3.16531
C  -2.73286  -7.11990  2.16335
C  -1.38421  -6.89623  2.40599
C  -0.56396  -6.29999  1.45864
C  0.89008  -6.06743  1.79271
C  -1.12390  -5.89535  0.23601
Te  0.31182  -5.17968  -1.15432
N  0.04746  -3.31795  -0.55440
C  0.89265  -2.40235  -0.99836
O  0.69994  -1.19480  -0.72903
C  2.04420  -2.73064  -1.89725
C  1.98757  -2.29748  -3.21858
C  2.98862  -2.66837  -4.10516
C  4.05771  -3.43684  -3.66562
C  4.13795  -3.82495  -2.33438
C  3.12785  -3.48214  -1.44905
C  -0.61114  -5.45731  -3.05235
C  -0.53407  -6.79134  -3.48622
C  -0.03854  -7.90688  -2.59671
C  -0.96361  -7.09460  -4.76909
C  -1.44097  -6.11238  -5.62938
C  -1.88606  -6.44141  -7.02634
C  -1.51913  -4.80971  -5.15903
C  -1.11572  -4.44941  -3.87707
C  -1.29476  -3.01189  -3.46649
C  -2.49629  -6.04764  -0.01004
C  -3.19125  -5.57064  -1.25924
C  -3.26882  -6.66732  0.96518
H  -3.01330  -8.23511  3.98451
H  -4.14416  -8.64440  2.69045
H  -4.34385  -7.14392  3.58246
H  -0.95583  -7.21425  3.34957
H  1.14212  -6.51716  2.75108
H  1.11235  -4.99794  1.84496
H  1.55819  -6.49967  1.04487
H  1.15987  -1.67077  -3.53517
H  2.93354  -2.35034  -5.13795
H  4.83792  -3.72256  -4.35882
H  4.99214  -4.39129  -1.98695
H  3.19442  -3.75495  -0.40083
H  -0.62873  -7.97906  -1.67849
H  1.01045  -7.76887  -2.31982
H  -0.11144  -8.86381  -3.10861
H  -0.91641  -8.12343  -5.10677
H  -1.61107  -7.45614  -7.30726
H  -1.43834  -5.75083  -7.74111
H  -2.96933  -6.34240  -7.11387
H  -1.91363  -4.03097  -5.80334
H  -0.60826  -2.35740  -4.00728
H  -1.14388  -2.85002  -2.40476
H  -2.30178  -2.67400  -3.71967
H  -2.68408  -4.72402  -1.71221
H  -4.21766  -5.28313  -1.02684
H  -3.24078  -6.36060  -2.01187
H  -4.32838  -6.80641  0.77778
N  -0.82640  0.09767  -3.29062
C  -0.54290  0.37894  -2.20415

electronic energy	-4433.4251	Eh
LUMO level (spin up / spin down)	-4.056 / -4.055	eV
total charge	+1
spin multiplicity	2
orbital gap (spin up / spin down)	1.6 / 5.9	eV

Here are the Mulliken charges for atoms 1 to 6, given in e: number 1, Zr, carries -0.61; number 2, C, carries -2.38; number 3, C, carries 0.89; number 4, N, carries 2.50; number 5, N, carries -1.48; number 6, C, carries 0.51

***

Number 1: F_max 3.1 eV/Å, molecular weight 860.80 g/mol. Number 2: F_max 1.9 eV/Å, molecular weight 989.93 g/mol. Number 3: F_max 4.2 eV/Å, molecular weight 1174.20 g/mol.